[1]
A molecular structure, C28H36As2SiV at a distorted geometry. Source: the Open Molecules 2025 dataset; level of theory: ωB97M-V with the def2-TZVPD basis set.

```
! RIJCOSX wB97M-V def2-TZVPD def2/J DEFGRID3
* xyz 0 4
C -1.51018 -0.73360 -0.05880
C -0.91128 -1.85032 -0.66570
C -0.90363 -2.93694 0.25387
H -0.67519 -1.88756 -1.69406
C -1.52207 -2.45190 1.43732
C -1.91368 -1.11437 1.23122
H -2.46796 -0.50192 1.94583
H -1.68862 0.20242 -0.59201
H -0.44941 -3.89979 0.07435
H -1.69666 -3.03966 2.33495
V 0.21615 -1.33188 1.03868
C 2.79915 -1.36202 -0.48937
H 2.66406 -2.03284 0.38003
H 3.31711 -0.39574 -0.47222
H 3.36034 -1.73524 -1.38911
Si 0.69882 0.48399 -3.30360
C 1.13103 1.74238 -4.52844
C -0.04496 2.40082 -4.98954
H -1.04168 1.90430 -4.92588
C -0.01776 3.72051 -5.36947
H -0.94177 4.26049 -5.50025
C 1.19360 4.39445 -5.57943
H 1.21319 5.46731 -5.92051
C 2.38432 3.68812 -5.33844
H 3.33732 4.20830 -5.52218
C 2.37684 2.37128 -4.82379
H 3.35747 1.91485 -4.57213
C 0.77910 -1.72363 -3.36564
C 0.01286 -1.95786 -4.49553
H -0.15317 -1.11781 -5.19263
C -0.63574 -3.21724 -4.74481
H -1.24159 -3.37901 -5.65685
C -0.54019 -4.24891 -3.82592
H -1.20759 -5.12484 -3.85274
C 0.43878 -4.15318 -2.82697
H 0.65528 -5.00320 -2.16202
C 1.08260 -2.93840 -2.60254
H 1.72403 -2.94513 -1.70810
H 0.63291 0.59873 -1.59803
H -0.64741 0.89121 -3.32596
C -0.53120 1.71070 1.07303
As -0.46494 0.87606 2.91616
C 0.53846 -0.75167 3.64734
C 1.05729 1.99599 3.33679
C 1.00105 2.83581 4.44928
C 2.08273 3.63091 4.77944
C 3.20768 3.67465 3.95074
C 3.29267 2.86536 2.81909
C 2.22010 1.99296 2.56656
As 2.33494 0.75357 1.00645
C 4.19666 0.02558 1.42274
C 2.86742 2.27838 -0.28750
H -0.19554 0.99498 0.31661
H 0.09512 2.58174 1.02080
H -1.56381 1.98399 0.90709
H 1.50474 -0.44032 4.08834
H -0.12290 -1.06038 4.48647
H 0.70066 -1.66775 3.02283
H 0.09751 2.83829 5.04008
H 2.07058 4.22751 5.67834
H 4.04861 4.32404 4.15778
H 4.15905 2.89691 2.11742
H 4.29820 0.08833 2.51281
H 4.23736 -1.02918 1.11205
H 4.96369 0.58298 0.86687
H 3.96705 2.24143 -0.40691
H 2.35012 2.15240 -1.24048
H 2.54815 3.20027 0.21841
*
```

Results
Calculated total energy ... -184851.01985 eV
ΔE to the lowest compared entry with this formula, charge and spin ... 444.3 kJ/mol
Highest occupied orbital energy (alpha / beta) ... -0.206 / -0.211 Ha



[2]
A molecular structure, C59H77N5O4P2SeSr at a distorted geometry. Source: the Open Molecules 2025 dataset; level of theory: ωB97M-V with the def2-TZVPD basis set.

```
! RIJCOSX wB97M-V def2-TZVPD def2/J DEFGRID3
* xyz -2 1
Sr -0.67157 1.01901 0.45136
C 4.19525 -1.25638 6.66228
C 3.07957 -2.12755 6.06429
C 2.19915 -2.67286 7.20013
C 3.73741 -3.31998 5.36541
C 2.23023 -1.29605 5.10657
C 2.06794 -1.60551 3.76484
C 1.28585 -0.81443 2.93916
Se 1.04791 -1.35622 1.10518
C 2.63431 -0.53610 0.36983
C 3.83678 -1.20597 0.48379
C 5.01814 -0.61858 0.04908
C 4.91288 0.67251 -0.46624
C 3.72929 1.38370 -0.60505
C 2.49596 0.76353 -0.21110
O 1.33138 1.28342 -0.34705
C 3.85163 2.82217 -1.14606
C 2.52226 3.57141 -1.28941
C 4.73298 3.63737 -0.18364
C 4.50858 2.79411 -2.53641
C 6.38415 -1.29224 0.14687
C 7.03321 -1.36537 -1.24417
C 7.29400 -0.48361 1.08491
C 6.28195 -2.71696 0.69540
C 0.59735 0.33891 3.38693
O -0.10536 1.04838 2.57306
C 0.74196 0.63473 4.78658
C 1.54442 -0.17062 5.57427
C -0.01192 1.82674 5.38175
C 0.22964 1.99262 6.88523
C -1.52149 1.62415 5.17083
C 0.43861 3.12176 4.68701
H 4.82103 -1.84346 7.34289
H 3.77982 -0.41437 7.21743
H 4.82458 -0.85762 5.86453
H 2.78814 -3.29337 7.88400
H 1.39089 -3.27830 6.78635
H 1.75159 -1.86047 7.77389
H 4.33845 -3.88330 6.08442
H 4.39295 -2.98707 4.55850
H 2.98486 -3.99136 4.94844
H 2.54311 -2.47154 3.32086
H 3.82259 -2.19220 0.93080
H 5.83109 1.16268 -0.77568
H 2.00765 3.64928 -0.33481
H 1.85644 3.05742 -1.97907
H 2.71806 4.58020 -1.66937
H 4.28314 3.64657 0.81066
H 4.82630 4.67031 -0.53297
H 5.73623 3.21594 -0.09491
H 3.89437 2.21122 -3.22584
H 5.50456 2.34761 -2.50983
H 4.60296 3.81025 -2.93158
H 7.17222 -0.36950 -1.66644
H 6.39632 -1.93273 -1.92566
H 8.01170 -1.85384 -1.19033
H 7.44755 0.52727 0.70452
H 8.27263 -0.96412 1.18873
H 6.83679 -0.40506 2.07275
H 5.64663 -3.33401 0.05719
H 5.86562 -2.71793 1.70430
H 7.27503 -3.17222 0.73648
H 1.65003 0.07572 6.62469
H -0.09678 1.10942 7.43972
H -0.34585 2.84840 7.24650
H 1.28424 2.17884 7.10451
H -1.85690 0.72126 5.68711
H -1.74175 1.51507 4.11165
H -2.08191 2.47898 5.56205
H 1.50825 3.28356 4.84578
H -0.10840 3.98059 5.08862
H 0.25182 3.05271 3.61816
N -4.33125 0.74695 0.87736
P -3.40664 -0.54891 1.08466
C -3.69097 -1.55719 -0.45760
C -4.50959 -1.04796 -1.46161
C -4.82834 -1.81485 -2.57426
C -4.33256 -3.10643 -2.69973
C -3.49306 -3.61556 -1.71504
C -3.17022 -2.84269 -0.60951
C -4.51854 -1.78592 2.01591
C -4.05583 -2.90516 2.70178
C -4.93679 -3.74540 3.37261
C -6.29747 -3.47586 3.37042
C -6.76994 -2.35185 2.70045
C -5.88382 -1.51414 2.04129
P -3.23984 2.47747 -1.43695
C -4.52838 3.80096 -1.70570
C -4.84831 4.47914 -2.88380
C -5.90445 5.38107 -2.93120
C -6.66779 5.63996 -1.80273
C -6.36470 4.97469 -0.61975
C -5.31872 4.06933 -0.57927
C -2.32565 2.70926 -3.01870
C -1.03419 3.22796 -3.09918
C -0.36667 3.28942 -4.31623
C -0.97551 2.83253 -5.47571
C -2.25685 2.29942 -5.40958
C -2.91588 2.23243 -4.19259
H -3.92122 1.52202 1.38938
H -4.88553 -0.03909 -1.33324
H -5.47577 -1.41090 -3.34551
H -4.59800 -3.71401 -3.55938
H -3.09795 -4.62312 -1.80892
H -2.52061 -3.25054 0.16056
H -2.99093 -3.11843 2.71663
H -4.56166 -4.61451 3.90379
H -6.98483 -4.13252 3.89318
H -7.83307 -2.13374 2.69730
H -6.22268 -0.61802 1.52959
H -4.26303 4.30767 -3.77885
H -6.13735 5.88726 -3.86307
H -7.49446 6.34029 -1.84789
H -6.95687 5.15964 0.27008
H -5.10389 3.52966 0.33598
H -0.54589 3.57170 -2.19539
H 0.63742 3.69864 -4.36111
H -0.44787 2.87279 -6.42309
H -2.73758 1.92439 -6.30853
H -3.90684 1.79228 -4.13538
N 0.17914 -2.57641 -1.76654
C 0.54122 -1.73070 -2.88585
C 0.83557 -2.52331 -4.17331
C -0.18832 -3.59824 -4.56841
C -1.59905 -3.05667 -4.80157
N -1.60031 -2.00136 -5.79094
C -1.89574 -2.18032 -7.01319
N -2.02091 -1.07904 -7.84013
N -2.11919 -3.39878 -7.63190
C -0.45357 -0.56744 -2.99522
O -0.63871 -0.05563 -4.21085
O -0.97638 -0.04809 -2.03663
H 0.18482 -3.55911 -1.99331
H -0.73330 -2.32543 -1.40247
H 1.47571 -1.20435 -2.63020
H 1.79789 -3.02132 -4.02820
H 0.95959 -1.81717 -4.99539
H -0.24468 -4.36428 -3.79143
H 0.16103 -4.08647 -5.48402
H -1.98411 -2.62624 -3.87520
H -2.27220 -3.88392 -5.06668
H -0.92821 -0.75176 -4.87285
H -1.72322 -0.22242 -7.39784
H -1.73213 -1.18620 -8.79842
H -2.35925 -4.14445 -6.99831
H -2.70108 -3.37195 -8.45268
C -2.12498 3.15152 -0.19660
H -1.82941 4.16292 -0.51178
H -2.72824 3.26952 0.71375
*
```

Results
Calculated total energy ... -162837.72226 eV
ΔE to the lowest compared entry with this formula, charge and spin ... 98.2 kJ/mol
Highest occupied orbital energy ... -0.061 Ha



[3]
A molecular structure, C49H47CeN9S2 at a distorted geometry. Source: the Open Molecules 2025 dataset; level of theory: ωB97M-V with the def2-TZVPD basis set.

```
! RIJCOSX wB97M-V def2-TZVPD def2/J DEFGRID3
* xyz 0 1
Ce 0.05933 1.55073 -0.07985
C 3.98903 -0.25370 -1.19737
C 4.45770 0.32275 0.14509
C 3.37901 1.08872 0.94167
N 2.56967 1.94227 0.08632
C 3.16284 2.96728 -0.50715
C 4.37602 3.52440 -0.04734
C 5.26447 4.42804 -0.59225
C 5.30946 4.94048 -1.87458
C 4.36022 4.71074 -2.86230
C 3.12444 4.12228 -2.75856
C 2.41926 3.55843 -1.65230
N 1.11924 3.41719 -1.61445
C 0.30296 4.11639 -2.59038
C -0.23279 3.21398 -3.71056
C -1.24693 2.17381 -3.20346
N -0.62774 1.10598 -2.43510
C -0.21465 0.03197 -3.06455
C -0.20975 -0.08919 -4.48458
C -0.27962 -1.18998 -5.30229
C -0.43553 -2.52365 -4.95206
C -0.29235 -3.04057 -3.67674
C 0.16112 -2.40704 -2.54195
C 0.37601 -1.04652 -2.22252
N 0.99374 -0.64057 -1.12757
C 1.89615 -1.55340 -0.44914
C 3.26531 -1.60049 -1.14644
H 3.34854 0.48106 -1.69044
H 4.87677 -0.39338 -1.82041
H 4.86619 -0.46960 0.77560
H 5.26614 1.02266 -0.07534
H 2.70882 0.38587 1.43686
H 3.88545 1.64259 1.74954
H 4.62958 3.22306 0.96285
H 6.08285 4.71911 0.05908
H 6.16318 5.55141 -2.14109
H 4.61021 5.08976 -3.84855
H 2.57554 4.07678 -3.69270
H -0.55764 4.53582 -2.05229
H 0.84978 4.96067 -3.03787
H -0.73472 3.85130 -4.44614
H 0.60697 2.70627 -4.19200
H -1.96221 2.68488 -2.54364
H -1.80623 1.77146 -4.06347
H -0.15418 0.85214 -5.01596
H -0.27968 -0.98213 -6.36827
H -0.66887 -3.22243 -5.74369
H -0.48025 -4.10463 -3.57167
H 0.32842 -3.07879 -1.70660
H 2.04534 -1.19414 0.56679
H 1.51320 -2.58581 -0.37938
H 3.89764 -2.33666 -0.64015
H 3.10972 -1.94780 -2.17197
N 0.99210 -0.66145 2.58383
C 1.06236 -0.05033 3.81399
C 1.28828 -0.77458 4.96734
C 1.37311 -0.14201 6.20798
C 1.21075 1.21281 6.31046
C 0.99688 1.99148 5.15557
C 0.82894 3.39147 5.20291
C 0.71562 4.08741 4.03071
C 0.74627 3.38752 2.81667
N 0.82181 2.07576 2.72789
C 0.95469 1.37031 3.88018
H 0.87420 -1.66479 2.61191
H 0.38139 -0.18277 1.91911
H 1.39899 -1.84871 4.90502
H 1.54877 -0.74094 7.09162
H 1.24311 1.69444 7.27756
H 0.79144 3.88830 6.16235
H 0.60350 5.15972 4.01648
H 0.66167 3.92592 1.87498
S -1.43952 3.96037 0.27584
C -2.73877 3.77969 1.41976
C -3.60123 4.86726 1.56861
C -4.70708 4.81858 2.39033
C -4.97490 3.65746 3.10203
C -4.11535 2.58431 3.00211
C -2.98902 2.61838 2.17827
S -1.97471 1.20503 2.16112
H -3.37830 5.75521 0.99645
H -5.36475 5.67604 2.46680
H -5.85160 3.59562 3.73311
H -4.29771 1.67626 3.55911
N -2.95288 -5.91352 0.80591
C -3.39304 -7.12305 0.34942
C -3.46504 -8.37781 0.92799
C -3.95583 -9.40406 0.14134
C -4.37210 -9.18113 -1.17173
C -4.31115 -7.93096 -1.75291
C -3.80638 -6.88236 -0.98735
N -3.61032 -5.57174 -1.30211
C -3.09969 -5.00899 -0.22952
C -2.69736 -3.63374 -0.12129
C -2.83335 -2.74691 -1.19675
C -2.36108 -1.45321 -1.07991
N -1.76042 -0.97135 0.01246
C -1.71699 -1.79190 1.06448
C -2.15275 -3.09732 1.05469
H -2.59880 -5.71786 1.72576
H -3.14783 -8.54921 1.94747
H -4.01621 -10.40194 0.55179
H -4.75080 -10.01554 -1.74543
H -4.63694 -7.75992 -2.76644
H -3.28361 -3.09573 -2.11139
H -2.48045 -0.75209 -1.89699
H -1.35865 -1.35858 1.98616
H -2.06643 -3.68470 1.95560
*
```

Results
Calculated total energy ... -99586.90569 eV
ΔE to the lowest compared entry with this formula, charge and spin ... 58.4 kJ/mol
Highest occupied orbital energy (alpha / beta) ... -0.245 / -0.245 Ha